No. 1
ORCA calculation (ωB97M-V/def2-TZVPD) on a cluster of 3 separate species, C4H11N2O2 in total in a non-equilibrium geometry.

Molar mass in Da: 119.1
Lowest unoccupied orbital energy (spin up / spin down) in eV: -9.1 / -13.4
2S+1: 2
Total charge: +2
Expectation value of S²: 0.759
Largest force on an atom in eV Å⁻¹: 3.57

Bonds (Å) are listed after each position.
Element x y z (Å)
1 C 1.92014 0.83404 0.80516  C2 1.440, H7 1.110, H8 1.096, H9 1.089
2 C 0.65165 0.83646 0.12271  C1 1.440, C3 1.399, N6 1.416
3 C -0.70455 0.92805 0.45407  C2 1.399, N4 1.365, H10 1.087
4 N -1.43151 1.12039 -0.68463  C3 1.365, C5 1.336, H11 1.022
5 C -0.58809 1.05663 -1.71928  N4 1.336, N6 1.342, H12 1.088
6 N 0.67003 0.86899 -1.29264  C2 1.416, C5 1.342, H13 1.019
7 H 2.26808 -0.20907 0.95622  C1 1.110
8 H 1.88007 1.08281 1.87211  C1 1.096
9 H 2.74089 1.24134 0.21668  C1 1.089
10 H -1.11578 0.74942 1.44454  C3 1.087
11 H -2.45192 1.09933 -0.74409  N4 1.022
12 H -0.76894 1.20242 -2.78193  C5 1.088
13 H 1.52730 0.77979 -1.83626  N6 1.019
14 H -0.18166 -2.56429 -1.09166  O16 0.974
15 H -1.06156 -1.80259 -0.17791  O16 0.982
16 O -0.33239 -1.64245 -0.81630  H14 0.974, H15 0.982
17 H -0.97038 -2.70472 1.81133  O19 0.984
18 H -0.73506 -1.09053 1.57718  O19 0.957
19 O -1.31632 -1.78603 1.88472  H17 0.984, H18 0.957

***

No. 2
ORCA calculation (ωB97M-V/def2-TZVPD) on a cluster of 2 separate species, C4H11N2O2S in total in a non-equilibrium geometry.

Molar mass in Da: 151.2
Lowest unoccupied orbital energy in eV: 3.5
Total charge: -1
Largest force on an atom in eV Å⁻¹: 2.38

Bonds (Å) are listed after each position.
Element x y z (Å)
1 O -1.39558 -1.91288 -0.01634  C2 1.246
2 C -0.91993 -0.77092 0.12953  O1 1.246, N3 1.363, C7 1.488
3 N -0.47130 -0.19162 -1.01932  C2 1.363, C4 1.496, H9 1.006
4 C -0.14369 1.22866 -1.35467  N3 1.496, C5 1.530, H10 1.098, H11 1.092
5 C 0.93324 1.94343 -0.53651  C4 1.530, S6 1.848, H12 1.088, H13 1.092
6 S 0.11671 3.01728 0.72617  C5 1.848
7 C -0.90230 -0.17218 1.49200  C2 1.488, N8 1.461, H14 1.092, H15 1.100
8 N -0.06126 -0.99386 2.36000  C7 1.461, H16 1.004, H17 1.010
9 H -0.84971 -0.64161 -1.83608  N3 1.006
10 H 0.14857 1.12724 -2.40846  C4 1.098
11 H -1.04243 1.84817 -1.35135  C4 1.092
12 H 1.63663 2.42884 -1.20921  C5 1.088
13 H 1.46337 1.23478 0.10386  C5 1.092
14 H -1.92904 -0.01678 1.82938  C7 1.092
15 H -0.51960 0.85654 1.42496  C7 1.100
16 H -0.48871 -1.87220 2.59327  N8 1.004
17 H 0.13803 -0.44886 3.18631  N8 1.010
18 H 1.01308 -2.35894 -0.73360  O20 0.959
19 H 1.47285 -1.97001 -2.10086  O20 0.957
20 O 1.80107 -2.33510 -1.27908  H18 0.959, H19 0.957

***

No. 3
ORCA calculation (ωB97M-V/def2-TZVPD) on a cluster of 2 separate species, C4H11N2O3 in total in a non-equilibrium geometry.

Molar mass in Da: 135.1
Lowest unoccupied orbital energy (spin up / spin down) in eV: 0.4 / -3.5
2S+1: 2
Expectation value of S²: 0.757
Largest force on an atom in eV Å⁻¹: 1.98

Bonds (Å) are listed after each position.
Element x y z (Å)
1 C 0.05567 -0.35664 0.14091  N2 1.459, C6 1.557, H9 1.092, H10 1.080
2 N -1.24854 -0.90430 -0.21752  C1 1.459, C3 1.379, H11 1.006
3 C -1.83338 -0.72880 -1.45447  N2 1.379, O4 1.225, O5 1.282
4 O -3.02672 -0.93781 -1.63687  C3 1.225
5 O -1.10447 -0.32854 -2.42993  C3 1.282
6 C 0.38028 1.11095 -0.26540  C1 1.557, C7 1.520, N8 1.481, H12 1.075
7 C 1.71484 1.50877 0.34485  C6 1.520, H13 1.087, H14 1.089, H15 1.084
8 N -0.66260 2.09841 0.09516  C6 1.481, H16 1.012, H17 1.019
9 H 0.20983 -0.40429 1.22043  C1 1.092
10 H 0.84472 -0.94397 -0.30476  C1 1.080
11 H -1.95134 -0.75706 0.48761  N2 1.006
12 H 0.49851 1.15401 -1.33287  C6 1.075
13 H 1.85538 2.58029 0.22596  C7 1.087
14 H 1.68163 1.43553 1.43075  C7 1.089
15 H 2.52673 0.86466 0.02772  C7 1.084
16 H -1.19643 1.76457 0.88701  N8 1.012
17 H -1.38297 2.05309 -0.62460  N8 1.019
18 H 0.14994 -3.30844 1.10951  O20 0.967
19 H 1.41406 -2.56411 0.90615  O20 0.973
20 O 1.07486 -3.33632 1.39038  H18 0.967, H19 0.973